Formula: C21H79FNO23S
Source: the OMol25 dataset
Level of theory: ωB97M-V/def2-TZVPD

Last column: Löwdin charge in e.
Geometry (Å):
1 C -3.98891 -4.35324 -3.22152  -0.07
2 N -3.33677 -4.70849 -1.93645  -0.15
3 C -2.79896 -6.09121 -1.91471  -0.75
4 O -3.45117 -6.91428 -1.26359  0.00
5 O -1.72343 -6.43725 -2.49745  -0.07
6 S -2.21620 -3.56880 -1.43162  0.71
7 O -1.51753 -4.10389 -0.27095  -0.27
8 O -2.96889 -2.40246 -0.97589  -0.30
9 F -1.17670 -3.11629 -2.59714  -0.17
10 H -3.80775 -3.29941 -3.53254  0.06
11 H -3.69974 -5.01805 -4.07562  0.10
12 H -5.10314 -4.45060 -3.11917  0.11
13 C 0.72863 -6.78790 -0.46103  -0.16
14 O 1.18017 -5.44123 -0.55909  -0.15
15 H 1.52467 -7.44969 -0.80362  0.07
16 H 0.48674 -7.02280 0.58086  0.07
17 H -0.15542 -6.92573 -1.08695  0.05
18 H 0.45697 -4.87915 -0.25200  0.03
19 C -0.29212 0.17506 0.30173  -0.14
20 O -1.63940 0.12404 -0.15286  -0.14
21 H 0.08140 1.19262 0.18269  0.07
22 H -0.24922 -0.10570 1.35651  0.06
23 H 0.32267 -0.50814 -0.29145  0.08
24 H -1.94386 -0.78610 -0.03613  0.04
25 C -3.29501 -7.48480 -6.07172  -0.15
26 O -3.39709 -6.19446 -6.67067  -0.14
27 H -3.55749 -7.40584 -5.01868  0.08
28 H -3.98496 -8.17490 -6.56656  0.06
29 H -2.27026 -7.85179 -6.16210  0.08
30 H -3.16032 -6.29051 -7.59840  0.07
31 C -1.61229 -0.96572 3.87780  -0.14
32 O -0.26711 -1.31295 3.55820  -0.15
33 H -1.74999 0.10015 3.70518  0.07
34 H -2.30057 -1.52603 3.24067  0.08
35 H -1.81191 -1.18961 4.92857  0.08
36 H -0.17229 -2.25802 3.71886  0.08
37 C -4.18196 -1.87177 -5.87074  -0.16
38 O -5.22391 -2.83576 -5.98147  -0.13
39 H -3.31125 -2.34576 -5.42250  0.07
40 H -3.91882 -1.49757 -6.86367  0.07
41 H -4.51156 -1.04532 -5.23539  0.08
42 H -5.97930 -2.39105 -6.37918  0.07
43 C 3.11203 2.66851 0.98612  -0.15
44 O 1.95550 3.37950 0.55203  -0.13
45 H 3.62201 2.26235 0.11337  0.08
46 H 3.78414 3.34517 1.51570  0.06
47 H 2.81370 1.84915 1.64556  0.07
48 H 1.52275 3.72746 1.33856  0.07
49 C -0.65571 1.73857 -3.30775  -0.14
50 O -1.93673 2.19752 -2.88676  -0.14
51 H -0.37820 2.26325 -4.21706  0.06
52 H 0.08369 1.94612 -2.52956  0.08
53 H -0.69629 0.66498 -3.50748  0.08
54 H -2.15969 1.71613 -2.07785  0.07
55 C 6.97883 2.94704 2.64929  -0.13
56 O 5.70259 3.41107 3.07313  -0.14
57 H 7.25619 3.46982 1.73580  0.08
58 H 7.72403 3.15182 3.42359  0.07
59 H 6.93249 1.87384 2.45174  0.07
60 H 5.48015 2.93258 3.88140  0.07
61 C -7.29064 -8.22578 -6.36892  -0.17
62 O -7.00822 -7.02256 -5.67031  -0.12
63 H -7.22214 -9.06088 -5.67393  0.08
64 H -8.30235 -8.18184 -6.78344  0.07
65 H -6.56298 -8.36377 -7.17382  0.07
66 H -7.07441 -6.30268 -6.30656  0.07
67 C -2.40979 2.70262 5.80482  -0.16
68 O -3.47282 1.75553 5.71654  -0.14
69 H -1.54696 2.21941 6.26079  0.08
70 H -2.14189 3.05060 4.80320  0.08
71 H -2.72019 3.54738 6.42277  0.05
72 H -4.22074 2.20606 5.31101  0.07
73 C 2.79367 -0.06442 4.18798  -0.15
74 O 3.38693 1.19065 4.51659  -0.14
75 H 3.38560 -0.53753 3.40605  0.08
76 H 2.78051 -0.70807 5.07113  0.08
77 H 1.77607 0.08933 3.82709  0.06
78 H 2.84745 1.58848 5.20799  0.07
79 C -2.77022 3.88126 -6.13607  -0.15
80 O -1.62671 3.69515 -5.31528  -0.14
81 H -2.45300 3.89345 -7.17737  0.06
82 H -3.47566 3.06004 -5.98233  0.08
83 H -3.24965 4.83468 -5.89207  0.08
84 H -1.93097 3.68660 -4.39674  0.05
85 C -1.47344 6.32827 -8.71590  -0.16
86 O -0.68305 5.21451 -8.32676  -0.13
87 H -1.76867 6.19871 -9.75598  0.08
88 H -2.36961 6.38648 -8.09143  0.07
89 H -0.89383 7.25029 -8.61824  0.07
90 H -0.43414 5.34971 -7.40458  0.07
91 C -2.01846 5.80587 8.55329  -0.15
92 O -3.13813 5.17058 7.94495  -0.14
93 H -1.54783 6.45703 7.82254  0.06
94 H -2.35064 6.40214 9.40791  0.08
95 H -1.29874 5.05278 8.88125  0.08
96 H -3.53785 4.59991 8.61007  0.08
97 C -2.46885 -10.51778 -2.15077  -0.18
98 O -1.56064 -9.83799 -3.00110  -0.14
99 H -2.41405 -11.58594 -2.36528  0.07
100 H -2.20101 -10.34608 -1.10487  0.07
101 H -3.48719 -10.16492 -2.33372  0.07
102 H -1.62879 -8.89674 -2.79132  0.05
103 C 1.23529 6.54712 6.30040  -0.15
104 O 0.17218 5.60157 6.21804  -0.15
105 H 2.09858 6.06577 6.75517  0.08
106 H 1.50169 6.89145 5.29915  0.07
107 H 0.92823 7.39662 6.91824  0.07
108 H -0.57693 6.05129 5.81275  0.07
109 C 6.46874 -1.02744 0.70942  -0.16
110 O 7.07708 0.01476 -0.04601  -0.14
111 H 7.11233 -1.26461 1.55505  0.08
112 H 5.49366 -0.69983 1.07933  0.07
113 H 6.34837 -1.91765 0.08781  0.08
114 H 6.49223 0.20768 -0.78652  0.07
115 C 5.61067 6.73972 4.64105  -0.16
116 O 4.33022 6.26283 4.25397  -0.14
117 H 5.49402 7.71074 5.12042  0.08
118 H 6.06550 6.03958 5.34716  0.07
119 H 6.24524 6.84588 3.75866  0.08
120 H 4.46347 5.40333 3.83312  0.05
121 C 9.30654 5.72189 5.83087  -0.16
122 O 9.13512 6.69029 4.80405  -0.13
123 H 8.79494 6.07077 6.72618  0.08
124 H 8.87559 4.76667 5.51885  0.07
125 H 10.36986 5.59433 6.05016  0.07
126 H 9.59395 6.36217 4.02352  0.08

* HOMO-LUMO gap: 7.03 eV
* LUMO energy: 1.601 eV
* total charge: -1